[1]
Entry from OMol25: a 4-piece molecular cluster, C32H36N2O19S overall (ωB97M-V with the def2-TZVPD basis set).

XYZ file:
```
90
Properties=species:S:1:pos:R:3:forces:R:3
C 3.3093 -3.1932 3.1207 0.0 0.3 -1.0
C 3.7753 -2.8548 1.6625 0.2 -0.6 1.5
O 2.6896 -2.8358 0.7723 0.4 0.4 -0.7
C 1.9573 -1.6294 0.8802 -0.1 0.6 -0.1
C 1.0987 -1.4025 -0.3718 -0.2 -0.8 0.9
C -0.3071 -2.0844 -0.1826 1.7 0.2 -1.4
C -0.5626 -3.0504 -1.3590 -1.0 0.1 0.2
C -1.4015 -4.3052 -1.0100 0.3 1.1 -0.2
C -0.9538 -5.1054 0.2433 -1.2 -2.4 -1.8
C -1.8519 -5.1445 1.4781 -0.2 1.1 0.7
C -2.1576 -3.7713 2.0920 0.2 0.1 0.7
O -1.2932 -3.2910 2.7897 0.7 0.2 0.3
N -3.3490 -3.0715 1.9572 0.5 -1.1 -1.8
C -4.1605 -3.4065 0.7771 -0.8 1.1 0.5
C -3.1359 -1.6338 2.1108 0.0 0.3 1.1
O 0.4408 -4.9831 0.5085 -0.2 0.6 -0.3
S 1.3732 -5.8114 -0.5174 2.1 0.1 1.8
O 2.0411 -5.0988 -1.5437 -1.8 0.6 -1.2
O 2.3290 -6.4225 0.3328 -0.6 -1.3 0.6
O 0.2057 -6.7915 -1.0346 0.7 0.6 0.4
C -1.0122 -6.6007 -0.2896 -0.8 -0.9 -0.9
N -1.2840 -7.6801 0.6611 1.0 0.3 0.3
C -0.3309 -8.0568 1.3380 1.1 0.2 0.4
O 0.5958 -8.3735 1.9639 -1.1 -0.2 -0.3
H 3.8370 -4.0657 3.5024 0.0 0.1 0.2
H 3.4510 -2.3146 3.7508 -0.1 -0.3 0.3
H 2.2467 -3.4369 3.0488 0.1 0.0 0.3
H 4.4951 -3.6189 1.3666 -0.3 0.0 -0.5
H 4.3104 -1.8969 1.6928 -0.1 0.0 -0.3
H 1.3504 -1.6901 1.7953 -0.1 0.3 -0.1
H 2.6134 -0.7591 0.9898 0.3 -0.3 0.1
H 1.6662 -1.8546 -1.1896 -0.2 0.1 -0.1
H 1.0069 -0.3349 -0.5860 0.0 0.0 0.1
H -0.2404 -2.6132 0.7633 -0.4 0.2 0.0
H -1.0256 -1.2636 -0.1941 -0.4 -0.4 0.4
H 0.3391 -3.3538 -1.8893 0.2 0.1 0.4
H -1.1569 -2.4951 -2.0965 0.1 -0.2 -0.1
H -2.4401 -3.9811 -0.9592 0.0 -0.4 0.4
H -1.3524 -4.9571 -1.8865 0.0 0.0 0.1
H -1.3040 -5.6810 2.2533 0.0 0.2 0.0
H -2.7675 -5.7133 1.3217 0.2 0.0 -0.5
H -3.7937 -2.8491 -0.0920 -0.1 -0.3 -0.1
H -4.2739 -4.4718 0.6038 0.3 0.0 0.0
H -5.1691 -3.0216 0.9659 0.1 -0.1 0.0
H -3.9729 -1.0566 1.7233 0.0 -0.2 -0.2
H -3.0559 -1.4116 3.1770 0.0 0.1 -0.1
H -2.1904 -1.3251 1.6616 -0.2 0.0 -0.1
H -1.7598 -6.7807 -1.0604 -0.2 0.6 0.2
C -3.3452 3.5653 -1.9046 -0.2 0.2 0.0
C -2.8460 2.3534 -1.6415 0.3 0.4 -0.2
C -3.6787 1.2743 -1.0205 -0.5 0.0 0.2
O -3.1569 0.1921 -0.8249 0.2 -0.1 -0.1
C -5.0587 1.5784 -0.6771 0.2 -0.2 0.0
C -5.5622 2.7923 -0.9366 -0.3 -0.4 0.2
C -4.7355 3.8662 -1.5831 0.5 0.1 -0.2
O -5.2526 4.9416 -1.8099 -0.3 -0.1 0.1
O -6.8162 3.1176 -0.6393 0.3 0.3 -0.2
O -1.5807 2.0214 -1.9134 -0.3 -0.3 0.2
H -2.7531 4.3494 -2.3548 0.0 0.0 0.0
H -5.6435 0.7965 -0.2133 0.0 0.0 0.0
H -6.9265 4.0433 -0.9285 -0.1 0.0 0.0
H -1.4891 1.0920 -1.6298 0.1 -0.1 0.0
C 4.2639 2.0992 0.5058 -0.1 -0.1 0.2
C 4.6877 3.2207 -0.0901 0.1 -0.5 -0.1
C 4.2967 4.5782 0.4161 -0.4 0.1 0.5
O 4.7281 5.5607 -0.1573 0.2 -0.1 -0.3
C 3.4131 4.6526 1.5699 0.3 0.0 -0.1
C 2.9866 3.5321 2.1634 0.0 0.5 0.1
C 3.3980 2.1760 1.6741 0.3 -0.2 -0.4
O 2.9878 1.1954 2.2665 -0.1 0.2 0.3
O 2.1752 3.5522 3.2187 0.1 -0.4 -0.1
O 5.4773 3.2009 -1.1611 -0.1 0.4 0.1
H 4.5399 1.1156 0.1510 0.0 0.0 0.0
H 3.1242 5.6349 1.9150 0.0 0.0 0.0
H 2.0216 2.6176 3.4529 0.0 0.0 0.1
H 5.6360 4.1359 -1.3905 0.1 0.0 0.0
C 1.9965 6.9231 -1.0825 -0.1 -0.2 0.1
C 1.8696 7.9318 -1.9537 0.3 0.0 0.4
C 1.0120 7.8117 -3.1787 -0.3 -0.4 -0.3
O 0.9214 8.7681 -3.9232 0.2 0.2 0.1
C 0.3304 6.5464 -3.4189 0.0 0.2 -0.1
C 0.4599 5.5375 -2.5494 -0.3 0.0 -0.5
C 1.2966 5.6673 -1.3105 0.4 0.5 0.2
O 1.3620 4.7203 -0.5486 -0.2 -0.3 -0.2
O -0.1417 4.3620 -2.7279 0.3 0.2 0.4
O 2.4916 9.0958 -1.7870 -0.3 0.0 -0.3
H 2.6102 6.9990 -0.1961 0.0 0.0 -0.1
H -0.2707 6.4653 -4.3136 0.0 0.0 0.0
H 0.1092 3.8135 -1.9599 -0.1 -0.2 0.0
H 2.2324 9.6470 -2.5492 0.0 0.1 0.0
```
Forces are in eV/Å.

Properties
Charge: 0
SMILES: CCOCCCCC[C@]1(CC(=O)N(C)C)OS(=O)(=O)O[C@H]1N=C=O.O=C1C=C(O)C(=O)C=C1O.O=C1C=C(O)C(=O)C=C1O.O=C1C=C(O)C(=O)C=C1O
Max |F| (hartree/bohr): 0.0631
Lowest unoccupied orbital energy (Ha): -0.070
HOMO level (eV): -9.16
Spin multiplicity: 1



[2]
Entry from OMol25: C32H37ClF3NNbO13 as an isolated structure (ωB97M-V with the def2-TZVPD basis set).

XYZ file:
```
88
Properties=species:S:1:pos:R:3:forces:R:3
C 3.5004 -5.3484 2.4098 0.2 0.0 -0.2
C 4.4499 -4.9513 1.5266 -0.4 -0.1 -0.2
C 5.1383 -3.6296 1.5783 -0.6 0.6 -0.7
O 5.8572 -3.4037 2.5175 -0.1 0.2 0.1
O 4.9846 -2.7958 0.5402 -0.7 0.0 0.1
C 4.9774 -1.3810 0.8944 0.5 -0.4 -0.3
C 4.4452 -0.6055 -0.2963 0.1 0.4 0.0
C 3.5670 0.6086 0.0817 0.3 0.0 -0.3
C 2.2620 0.7259 -0.7407 0.5 0.1 0.7
C 1.0355 1.1478 0.0956 0.1 0.2 -0.5
C -0.2518 0.3362 -0.2059 1.2 -0.6 0.1
Nb -1.1439 -0.8524 1.4655 -1.7 2.6 1.1
Cl -0.6900 0.8776 3.1558 0.0 -0.5 -0.2
C -3.1990 -0.0230 1.2575 -0.2 -0.6 -0.9
C -4.0341 -0.3964 0.0146 -0.5 0.1 0.7
C -4.2012 -1.8518 -0.3451 -0.1 0.1 -0.2
O -4.4109 -2.1756 -1.4896 0.3 -0.2 -0.2
N -4.1339 -2.8011 0.7115 0.0 -0.5 -0.3
C -3.8727 -4.1532 0.2863 -0.1 -0.3 0.0
C -2.6408 -4.7286 0.5461 0.3 0.0 0.0
C -2.3838 -6.0433 0.1841 -0.1 -0.1 0.1
C -3.3546 -6.8118 -0.4425 0.3 0.4 0.1
C -4.5860 -6.2320 -0.7171 0.1 -0.4 0.0
C -4.8411 -4.9248 -0.3469 -0.2 0.2 0.0
C -1.5693 -2.3275 3.1597 0.7 -0.9 -0.2
O -2.9539 -2.2846 3.5343 0.1 0.6 -0.2
O -3.0592 -2.2478 4.9701 0.0 -0.3 0.2
C 1.0158 -1.8039 1.6918 -0.5 -0.8 -0.5
F 1.9468 -1.1157 2.4208 0.1 0.0 -0.1
F 1.6027 -2.0211 0.4609 0.3 0.2 0.1
F 1.0365 -3.0754 2.2430 0.1 0.1 0.2
H 2.5482 -4.8417 2.5184 0.7 1.2 1.3
H 3.6651 -6.2258 3.0289 -0.8 -1.1 -1.3
H 4.7624 -5.6111 0.7192 1.4 -0.6 0.9
H 4.3729 -1.2616 1.7885 -0.1 0.0 0.0
H 6.0096 -1.1128 1.1093 0.0 0.2 0.2
H 5.3085 -0.2442 -0.8563 0.0 -0.1 -0.2
H 3.8898 -1.2620 -0.9611 -0.1 -0.2 0.1
H 4.1620 1.4999 -0.1257 0.0 0.2 0.2
H 3.3723 0.6162 1.1528 -0.2 -0.1 0.0
H 2.4512 1.4987 -1.4753 -0.1 -0.2 -0.4
H 2.0836 -0.2155 -1.2534 -0.1 0.0 0.0
H 0.8355 2.1941 -0.1565 -0.1 0.1 0.2
H 1.3241 1.1486 1.1448 -0.2 -0.1 0.1
H -1.0339 1.0408 -0.5114 -0.4 -0.2 0.3
H -0.0408 -0.2707 -1.0871 -0.1 -0.1 -0.1
H -1.4311 -2.1424 0.2665 0.1 0.1 0.0
H -3.0522 1.0624 1.2146 0.2 0.1 0.1
H -3.8215 -0.2013 2.1351 0.3 -0.1 0.3
H -3.7116 0.1046 -0.8942 0.1 0.0 -0.1
H -5.0619 -0.0522 0.1968 -0.1 0.1 -0.2
H -4.9994 -2.8131 1.2402 0.2 0.5 0.4
H -1.8593 -4.1673 1.0326 -0.1 0.2 0.0
H -1.4197 -6.4665 0.4272 0.1 -0.1 0.0
H -3.1208 -7.8330 -0.7056 -0.2 -0.1 -0.1
H -5.3353 -6.8201 -1.2284 -0.2 0.1 0.0
H -5.8064 -4.4841 -0.5550 0.0 0.0 -0.1
H -0.9814 -1.9704 4.0078 0.2 0.1 0.0
H -1.2693 -3.3668 3.0107 0.0 -0.1 0.1
H -2.8048 -1.3399 5.1877 0.0 0.1 -0.2
C 1.5659 5.9271 2.2210 0.1 0.1 0.0
C 0.7871 4.8753 2.5318 0.2 0.0 0.0
C -0.6160 4.7355 1.9885 0.0 0.1 -0.1
O -1.2244 3.7436 2.3227 -0.3 0.1 0.0
C -1.1327 5.7804 1.1189 -0.1 -0.1 0.0
C -0.3512 6.8234 0.8160 -0.2 -0.1 0.0
C 1.0562 6.9540 1.3436 0.2 -0.2 0.2
O 1.6898 7.9373 0.9921 -0.1 0.1 -0.1
O -0.7360 7.8271 0.0338 0.1 0.1 0.0
O 1.1726 3.8903 3.3165 -0.2 0.0 0.0
H 2.5714 6.0378 2.6011 0.0 0.0 0.0
H -2.1418 5.6775 0.7456 0.0 0.0 0.0
H 0.0303 8.4318 -0.0110 0.1 0.0 0.0
H 0.4307 3.2448 3.3594 0.1 -0.1 -0.1
C 0.1793 1.8404 -5.1311 0.0 -0.1 0.1
C -0.2151 2.3437 -6.3078 0.0 -0.2 0.1
C -0.1663 3.8216 -6.6052 0.1 0.2 0.1
O -0.5290 4.1820 -7.7117 0.0 -0.1 -0.1
C 0.2999 4.7216 -5.5709 0.0 0.1 -0.1
C 0.6922 4.2204 -4.3908 0.0 0.2 -0.1
C 0.6678 2.7390 -4.1025 -0.1 -0.2 -0.1
O 1.0607 2.3805 -3.0101 -0.1 0.2 -0.1
O 1.1301 4.9659 -3.3889 0.0 -0.1 0.1
O -0.6760 1.5988 -7.3046 0.0 0.1 -0.1
H 0.1498 0.7832 -4.9076 0.0 0.0 0.0
H 0.3153 5.7801 -5.7884 0.0 0.0 0.0
H 1.3436 4.3433 -2.6645 0.0 0.0 0.0
H -0.8830 2.2204 -8.0288 0.0 0.0 0.0
```
Forces are in eV/Å.

Properties
Charge: -1
Max |F| (hartree/bohr): 0.0636
Lowest unoccupied orbital energy (Ha): 0.001
HOMO level (eV): -5.56
Spin multiplicity: 1



[3]
Entry from OMol25: C32H37ClInN2Si2 as an isolated structure (ωB97M-V with the def2-TZVPD basis set).

XYZ file:
```
75
Properties=species:S:1:pos:R:3:forces:R:3
C -1.1151 -0.5986 1.7062 -0.2 -0.9 -0.2
C -1.9391 0.0276 0.7347 -0.4 -0.5 -0.6
C -2.0074 -0.8122 -0.4069 -0.1 1.7 0.4
H -2.5152 0.9437 0.8889 0.3 -0.3 -0.2
C -1.1908 -1.9787 -0.1423 1.7 -0.1 -0.4
C -0.6602 -1.8317 1.1905 0.0 0.6 0.4
H -0.1062 -2.5944 1.7394 -0.1 0.3 -0.3
H -0.9521 -0.2386 2.7242 0.0 -0.1 -0.4
H -2.6619 -0.6897 -1.2704 0.3 0.0 0.2
H -1.1825 -2.8960 -0.7405 -0.1 0.4 0.3
In 0.5817 -0.4884 -1.0268 0.3 0.5 -0.1
Si 0.1004 0.1439 -7.2166 2.0 0.8 0.1
C 0.5782 1.6801 -8.1684 -0.5 0.0 -0.3
C 1.8874 1.9339 -8.6052 -0.3 0.4 -0.1
H 2.6894 1.2301 -8.3703 -0.2 0.1 -0.1
C 2.1640 3.0945 -9.3337 -0.1 -0.1 0.1
H 3.1795 3.2910 -9.6713 -0.2 0.0 0.0
C 1.1434 4.0017 -9.6339 -0.1 -0.2 0.2
H 1.3572 4.9001 -10.2158 0.0 -0.3 0.2
C -0.1555 3.7528 -9.1818 0.0 0.1 0.0
H -0.9544 4.4573 -9.4035 0.2 -0.1 0.0
C -0.4386 2.6040 -8.4428 0.5 0.2 -0.3
H -1.4476 2.4168 -8.0705 0.2 0.1 -0.2
C 0.7916 -1.3154 -8.1476 0.0 -0.2 -0.1
C 0.3329 -1.4791 -9.4638 0.3 -0.6 0.0
H -0.3592 -0.7491 -9.8928 0.2 -0.3 0.1
C 0.7529 -2.5755 -10.2229 0.0 0.1 0.1
H 0.3767 -2.6993 -11.2377 0.1 0.0 0.2
C 1.6447 -3.5072 -9.6799 -0.1 0.2 0.2
H 1.9605 -4.3719 -10.2669 -0.1 0.3 0.2
C 2.1361 -3.3204 -8.3842 0.0 0.0 0.0
H 2.8402 -4.0369 -7.9586 -0.1 0.2 -0.2
C 1.7268 -2.2212 -7.6235 -0.2 -0.1 -0.4
H 2.1340 -2.0720 -6.6188 -0.2 -0.1 -0.3
H -1.3712 0.0516 -7.2035 -0.1 0.1 0.1
Si 1.2849 0.4583 -5.0834 -3.4 -0.6 -1.4
C 0.3197 -1.1580 -4.6150 0.5 0.2 1.4
C -1.0696 -1.2818 -4.8416 -0.2 -0.3 -0.2
H -1.6809 -0.4202 -5.1244 0.4 -0.3 0.0
C -1.7091 -2.5257 -4.7806 0.1 0.4 0.0
H -2.7578 -2.6049 -5.0739 0.3 0.1 0.2
C -1.0057 -3.6581 -4.3820 0.3 -0.1 0.1
H -1.4955 -4.6338 -4.3711 0.2 0.3 0.0
C 0.3299 -3.5207 -3.9976 -0.1 -0.2 0.1
H 0.8767 -4.3939 -3.6375 -0.1 0.2 -0.1
C 0.9764 -2.2835 -4.0955 -0.1 -0.4 0.2
H 2.0201 -2.2019 -3.7761 -0.2 -0.1 -0.3
C 0.1161 1.8686 -4.5355 0.9 0.3 0.6
C -1.0389 1.7118 -3.7457 -0.1 0.1 -0.3
H -1.2205 0.7825 -3.1888 0.0 0.2 -0.4
C -2.0277 2.7040 -3.7244 0.2 0.1 0.1
H -2.9635 2.5314 -3.1882 0.3 0.1 -0.1
C -1.8338 3.9031 -4.4173 0.2 -0.2 0.0
H -2.6196 4.6581 -4.4497 0.2 -0.2 0.0
C -0.6132 4.1291 -5.0612 0.0 0.1 0.2
H -0.4361 5.0744 -5.5769 0.0 -0.2 0.2
C 0.3700 3.1391 -5.0751 -0.4 0.0 -0.3
H 1.3203 3.3251 -5.5817 -0.3 0.0 0.0
H 2.7406 0.6512 -5.1794 -0.1 -0.1 -0.5
Cl 2.3788 0.4803 -2.7742 -0.4 -0.7 2.3
N 2.5525 -0.7374 0.2117 -0.2 -0.5 -0.3
C 2.6391 -0.2022 1.5994 0.4 -0.3 0.1
C 1.9412 1.1383 1.7660 0.0 0.2 0.6
C 1.9400 2.0524 0.5523 -0.3 0.3 -0.1
N 0.7904 1.7513 -0.3631 -0.2 -0.7 -0.1
H 3.2628 -0.3165 -0.3971 -0.3 0.0 0.1
H 2.7594 -1.7406 0.2114 0.1 0.3 0.1
H 2.1946 -0.9433 2.2739 0.1 0.2 -0.2
H 3.7034 -0.1140 1.8726 -0.3 -0.1 -0.1
H 0.9171 0.9706 2.1327 0.2 0.2 -0.3
H 2.4569 1.6731 2.5776 -0.2 -0.2 -0.2
H 1.8423 3.0943 0.8891 0.1 -0.3 -0.1
H 2.8728 1.9902 -0.0226 -0.3 -0.1 0.0
H -0.0927 2.0459 0.0550 0.2 0.0 0.0
H 0.8865 2.2528 -1.2487 0.0 -0.1 0.1
```
Forces are in eV/Å.

Properties
Charge: +1
ΔE to the lowest compared entry with this formula, charge and spin (kcal/mol): 35.47
Max |F| (hartree/bohr): 0.0721
Lowest unoccupied orbital energy (Ha): -0.184
HOMO level (eV): -9.42
Spin multiplicity: 1